No. 1
Molecular formula: CH6N2O2
Method: DFT, ωB97M-V with the def2-TZVPD basis set

energy relative to the best compared isomer or geometry (same formula, charge and spin)	509.4	kJ/mol
LUMO energy	0.0308	hartree
highest occupied orbital energy	-0.3549	hartree
electronic energy	-8205.59569	eV
orbital gap	0.38572	hartree

Each line ends with the Mulliken charge.
Element x y z (Å)
N1 0.69 0.53 -1.24  -0.42
C1 0.02 0.57 -0.06  0.49
N2 0.18 1.42 0.84  -0.64
H1 1.27 1.33 -1.44  0.22
H2 0.30 -0.03 -1.98  0.23
H3 -0.46 1.32 1.62  0.31
H4 1.70 -1.25 -0.13  -0.17
O1 -1.02 -0.53 -0.02  -0.17
O2 -1.95 -0.25 1.01  -0.36
H5 -2.33 -1.11 1.26  0.33
H6 1.59 -2.01 0.13  0.18


No. 2
Molecular formula: CH6N2O2
Method: DFT, ωB97M-V with the def2-TZVPD basis set

energy relative to the best compared isomer or geometry (same formula, charge and spin)	49.4	kJ/mol
LUMO energy	0.0218	hartree
highest occupied orbital energy	-0.3743	hartree
electronic energy	-8210.36367	eV
orbital gap	0.39612	hartree

Each line ends with the Mulliken charge.
Element x y z (Å)
N1 0.84 1.08 -0.47  -0.43
C1 -0.29 1.51 0.16  0.59
O1 -0.36 2.46 0.88  -0.54
O2 -1.39 0.73 -0.12  -0.53
H1 1.01 0.08 -0.46  0.31
H2 1.63 1.68 -0.30  0.24
H3 -1.29 0.48 -1.05  0.36
N2 0.16 -1.82 0.27  -0.69
H4 -0.77 -1.42 0.24  0.25
H5 0.20 -2.61 -0.36  0.22
H6 0.26 -2.17 1.21  0.21


No. 3
Molecular formula: CH6N2O2SSi
Method: DFT, ωB97M-V with the def2-TZVPD basis set

energy relative to the best compared isomer or geometry (same formula, charge and spin)	117.2	kJ/mol
LUMO energy	0.0092	hartree
highest occupied orbital energy	-0.3455	hartree
electronic energy	-26921.93539	eV
orbital gap	0.35467	hartree

Each line ends with the Mulliken charge.
Element x y z (Å)
C1 -1.49 -1.32 -0.35  -0.04
N1 -1.82 -1.91 0.73  -0.52
N2 1.45 0.31 0.90  -0.41
O1 -1.49 1.02 0.61  -0.58
O2 -0.02 0.49 -1.38  -0.12
Si1 1.43 0.80 -0.68  0.21
S1 -1.51 0.52 -0.74  0.51
H1 0.64 0.66 1.43  0.24
H2 -2.16 -1.40 1.49  0.28
H3 -1.33 -1.89 -1.25  0.38
H4 2.65 -0.05 -1.32  -0.09
H5 2.25 0.50 1.43  0.25
H6 1.40 2.26 -0.85  -0.10


No. 4
Molecular formula: CH6N2OSSi
Method: DFT, ωB97M-V with the def2-TZVPD basis set

energy relative to the best compared isomer or geometry (same formula, charge and spin)	77.2	kJ/mol
LUMO energy	0.0205	hartree
highest occupied orbital energy	-0.3450	hartree
electronic energy	-24875.12114	eV
orbital gap	0.36542	hartree

Each line ends with the Mulliken charge.
Element x y z (Å)
C1 0.12 1.07 0.01  0.56
N1 -0.89 1.89 -0.27  -0.42
N2 0.83 0.90 1.09  -0.64
O1 0.49 0.08 -0.86  -0.41
Si1 1.78 -0.28 0.26  0.57
S1 3.65 0.37 -0.25  -0.28
H1 -1.60 2.11 0.42  0.30
H2 -1.36 1.75 -1.21  0.28
H3 -1.07 -1.14 1.11  0.05
H4 1.65 -1.70 0.37  -0.12
H5 -1.45 -0.48 0.84  -0.04
H6 4.12 -0.68 -1.08  0.16


No. 5
Molecular formula: CH6N2S
Method: DFT, ωB97M-V with the def2-TZVPD basis set

energy relative to the best compared isomer or geometry (same formula, charge and spin)	193.8	kJ/mol
LUMO energy	0.0206	hartree
highest occupied orbital energy	-0.3286	hartree
electronic energy	-14947.57834	eV
orbital gap	0.34928	hartree

Each line ends with the Mulliken charge.
Element x y z (Å)
H1 -3.15 -0.57 0.71  0.25
N1 -2.33 -0.20 0.23  -0.68
C1 -2.44 -0.78 -0.90  0.12
N2 -2.30 -0.32 -2.17  -0.41
H2 -2.84 -1.82 -0.99  0.24
H3 -2.06 0.66 -2.20  0.26
H4 -2.23 -0.99 -2.92  0.23
S1 6.03 1.57 2.62  -0.35
H5 5.04 1.26 1.73  0.18
H6 6.29 1.19 3.90  0.17


No. 6
Molecular formula: CH6N3
Method: DFT, ωB97M-V with the def2-TZVPD basis set

energy relative to the best compared isomer or geometry (same formula, charge and spin)	419.8	kJ/mol
LUMO energy	-0.1986	hartree
highest occupied orbital energy	-0.5481	hartree
net charge	+1
electronic energy	-5594.59420	eV
orbital gap	0.34949	hartree

Each line ends with the Mulliken charge.
Element x y z (Å)
C1 -0.35 -0.66 0.35  -0.22
N1 -1.41 -0.59 -0.43  -0.28
N2 1.13 0.69 0.06  0.17
N3 2.05 0.76 0.84  -0.36
H1 -0.53 -0.61 1.48  0.32
H2 0.23 -1.53 0.18  0.32
H3 -1.44 -0.92 -1.39  0.27
H4 0.74 1.37 -0.53  0.24
H5 2.55 1.57 1.01  0.27
H6 -2.09 0.03 -0.05  0.27


No. 7
Molecular formula: CH6N3
Method: DFT, ωB97M-V with the def2-TZVPD basis set

energy relative to the best compared isomer or geometry (same formula, charge and spin)	163.7	kJ/mol
LUMO energy (spin up / spin down)	-0.1226 / -0.2877	hartree
highest occupied orbital energy (spin up / spin down)	-0.3165 / -0.5951	hartree
2S+1	3
net charge	+1
electronic energy	-5591.25967	eV
orbital gap (spin up / spin down)	0.19393 / 0.30743	hartree

Each line ends with the Löwdin spin population.
Element x y z (Å)
C1 0.15 0.91 -1.22  0.55
N1 0.11 0.15 -0.38  0.84
N2 0.32 1.85 -2.05  0.47
N3 -0.16 -1.49 1.58  0.01
H1 -0.12 -0.73 0.84  0.02
H2 -1.03 -1.64 2.11  0.00
H3 0.08 2.74 -1.68  0.05
H4 -0.14 1.71 -3.01  0.06
H5 0.41 -1.17 2.42  0.00
H6 0.39 -2.33 1.38  0.00


No. 8
Molecular formula: CH6N3O
Method: DFT, ωB97M-V with the def2-TZVPD basis set

energy relative to the best compared isomer or geometry (same formula, charge and spin)	445.7	kJ/mol
LUMO energy (spin up / spin down)	-0.2308 / -0.2308	hartree
highest occupied orbital energy (spin up / spin down)	-0.5258 / -0.5258	hartree
net charge	+1
electronic energy	-7639.96643	eV
orbital gap (spin up / spin down)	0.29499 / 0.29497	hartree

Each line ends with the Mulliken charge.
Element x y z (Å)
C1 0.36 -1.39 1.12  -0.68
N1 -0.97 -0.14 -0.42  0.07
N2 0.73 1.93 -1.36  0.00
N3 0.14 -0.42 0.13  -0.05
O1 -0.40 2.23 -1.57  -0.30
H1 -0.45 -1.83 1.77  0.33
H2 1.03 -1.04 1.84  0.33
H3 0.96 -2.26 0.84  0.33
H4 -1.85 -0.60 -0.19  0.29
H5 -0.92 0.76 -1.00  0.42
H6 1.37 2.76 -1.16  0.26


No. 9
Molecular formula: CH6N3O
Method: DFT, ωB97M-V with the def2-TZVPD basis set

energy relative to the best compared isomer or geometry (same formula, charge and spin)	432.6	kJ/mol
LUMO energy (spin up / spin down)	-0.1811 / -0.1952	hartree
highest occupied orbital energy (spin up / spin down)	-0.5313 / -0.5188	hartree
net charge	+1
electronic energy	-7640.10303	eV
orbital gap (spin up / spin down)	0.35025 / 0.32361	hartree

Each line ends with the Mulliken charge.
Element x y z (Å)
N1 -0.28 1.22 -1.18  -0.32
C1 0.60 0.61 -0.09  -0.30
N2 0.00 -0.70 0.01  -0.34
N3 -0.11 -1.23 1.48  0.00
O1 -0.36 -2.48 1.36  -0.23
H1 0.21 0.94 -2.01  0.35
H2 -0.51 2.19 -1.18  0.31
H3 -1.14 0.64 -1.04  0.39
H4 1.69 0.83 -0.37  0.35
H5 0.38 1.06 0.89  0.37
H6 -0.48 -3.07 2.12  0.43


No. 10
Molecular formula: CH6N3PS
Method: DFT, ωB97M-V with the def2-TZVPD basis set

energy relative to the best compared isomer or geometry (same formula, charge and spin)	460.0	kJ/mol
LUMO energy (spin up / spin down)	-0.0888 / -0.0888	hartree
highest occupied orbital energy (spin up / spin down)	-0.3066 / -0.3066	hartree
electronic energy	-25724.96850	eV
orbital gap (spin up / spin down)	0.21777 / 0.21776	hartree

Each line ends with the Mulliken charge.
Element x y z (Å)
C1 -1.00 -1.70 -1.29  -0.21
N1 -0.20 -1.53 -0.32  -0.26
N2 -0.59 2.59 -0.47  -0.55
N3 0.88 -0.45 1.71  -0.48
P1 0.57 -0.08 0.05  0.48
S1 2.41 -0.18 -0.77  -0.40
H1 -1.28 -2.72 -1.48  0.26
H2 -1.01 -0.99 -2.13  0.26
H3 -0.09 3.09 0.33  0.21
H4 -1.55 2.44 -0.14  0.21
H5 1.73 -0.15 2.10  0.24
H6 0.13 -0.33 2.40  0.24


No. 11
Molecular formula: CH6N4
Method: DFT, ωB97M-V with the def2-TZVPD basis set

energy relative to the best compared isomer or geometry (same formula, charge and spin)	212.7	kJ/mol
LUMO energy	0.0342	hartree
highest occupied orbital energy	-0.2921	hartree
electronic energy	-7091.85359	eV
orbital gap	0.32627	hartree

Each line ends with the Mulliken charge.
Element x y z (Å)
N1 -2.23 -0.12 0.15  -0.51
N2 -0.88 -0.42 -0.17  -0.33
C1 -0.10 0.55 0.03  0.00
N3 1.26 0.59 -0.08  -0.12
N4 1.82 -0.67 0.02  -0.50
H1 -2.59 0.58 -0.44  0.22
H2 -2.75 -1.01 0.05  0.26
H3 -0.52 1.56 0.23  0.27
H4 1.76 1.44 0.24  0.24
H5 2.68 -0.69 -0.70  0.26
H6 2.17 -0.86 1.06  0.23


No. 12
Molecular formula: CH6N4O2
Method: DFT, ωB97M-V with the def2-TZVPD basis set

energy relative to the best compared isomer or geometry (same formula, charge and spin)	536.5	kJ/mol
LUMO energy	0.0229	hartree
highest occupied orbital energy	-0.3240	hartree
electronic energy	-11183.45098	eV
orbital gap	0.34684	hartree

Each line ends with the Mulliken charge.
Element x y z (Å)
C1 1.14 -0.16 -0.74  -0.20
N1 0.36 1.85 1.47  -0.36
N2 0.37 -1.20 -0.87  -0.10
N3 0.24 0.74 0.85  0.57
N4 -0.86 -1.20 -1.66  -0.57
O1 -0.60 -0.18 1.16  -0.81
O2 -0.46 1.98 2.54  -0.34
H1 2.15 -0.38 -0.45  0.25
H2 0.21 -1.70 -0.03  0.34
H3 1.05 0.62 -1.36  0.30
H4 -0.81 -0.49 -2.47  0.28
H5 -1.76 -0.97 -1.06  0.29
H6 -1.02 1.10 2.64  0.36


| no. | F_max (eV Å⁻¹) |
| --- | --- |
| 1 | 2.760 |
| 2 | 0.439 |
| 3 | 3.744 |
| 4 | 3.227 |
| 5 | 3.290 |
| 6 | 3.914 |
| 7 | 14.121 |
| 8 | 3.222 |
| 9 | 6.578 |
| 10 | 3.855 |
| 11 | 4.342 |
| 12 | 3.470 |